The following is a DFT calculation (ωB97M-V/def2-TZVPD) of an isolated ion of composition C9H13N2 and charge +1 at a distorted geometry.

For the HOMO-LUMO gap (spin up / spin down), the calculation gives 0.22969 / 0.25844 hartree. Its charge is +1. For the energy above the lowest of the compared OMol25 structures with the same formula, charge and spin, the calculation gives 0.000 eV. Its HOMO energy (spin up / spin down) is -9.5 / -14.1 eV. The total energy comes out at -12513.1909 eV. The value obtained for the lowest unoccupied orbital energy (spin up / spin down) is -3.2891 / -7.0408 eV. As for the multiplicity: 3. Its largest force on an atom is 8.3 eV/Å.

XYZ file:
```
24
Properties=species:S:1:pos:R:3:mulliken_spin:R:1
C 1.866 -0.658 0.312 -0.01
N 1.093 1.640 0.804 0.27
C -1.359 1.111 0.184 0.31
H 3.698 -1.308 -0.593 0.00
C -2.239 0.151 0.060 0.12
H 2.884 1.335 -0.306 0.02
H 2.011 -1.269 1.228 -0.01
H -1.564 2.158 0.358 0.02
N 0.449 -0.493 0.239 0.21
H 0.060 -2.516 -0.299 0.03
H -4.088 1.044 0.600 0.01
H 2.572 -0.327 -1.728 0.00
C 2.432 1.055 0.704 -0.01
C 2.629 -1.100 -0.860 0.02
H 0.929 2.557 1.065 -0.02
H 2.884 1.300 1.685 0.01
C 0.060 0.823 0.403 0.16
C -1.713 -1.148 -0.169 0.24
H -4.323 -0.477 -0.343 0.00
H -2.422 -1.851 -0.536 0.02
C -0.386 -1.535 -0.170 0.60
C -3.743 0.462 -0.226 -0.01
H 2.207 -2.016 -1.282 0.00
H -3.939 1.062 -1.129 0.01
```